Density functional theory data (ωB97M-V/def2-TZVPD) for an isolated molecule of C4H7NO.

```
13
Properties=species:S:1:pos:R:3:forces:R:3
C 0.811 -1.486 -1.203 0.0 0.1 0.1
C 0.569 -0.927 -0.021 0.1 -0.1 -0.2
N -0.099 0.303 0.155 0.1 0.1 -0.1
C -1.114 0.407 1.191 -0.1 0.0 0.1
C 0.302 1.446 -0.485 -0.1 0.0 0.0
O -0.188 2.539 -0.295 0.1 -0.3 -0.1
H 1.388 -2.403 -1.266 -0.1 0.1 0.0
H 0.439 -1.056 -2.129 0.1 0.0 0.1
H 0.898 -1.400 0.904 -0.1 0.0 -0.1
H -1.625 -0.553 1.288 0.1 0.2 0.0
H -1.832 1.174 0.895 0.1 -0.1 0.1
H -0.681 0.691 2.158 -0.1 0.0 -0.1
H 1.132 1.264 -1.191 -0.1 0.0 0.1
```
Positions in Å, forces in eV/Å.

Computed properties:
**Spin multiplicity**: 1
**LUMO level**: 0.034 hartree
**Net charge**: 0
**Kohn-Sham gap**: 0.373 Ha
**SMILES string**: C=CN(C)C=O
**HOMO level**: -9.2358 eV

natural (NBO) atomic charge list, values in e, 2 entries:
1 C -0.422
2 C -0.005

Density functional theory data (ωB97M-V/def2-TZVPD) for an isolated molecule of C19H15ClFNO4.

```
41
Properties=species:S:1:pos:R:3:forces:R:3
O 1.701 1.934 -1.576 -0.5 0.1 -0.1
C 0.690 1.602 -1.002 0.7 -0.1 0.0
C -0.715 2.112 -1.324 -0.3 0.4 -0.4
O -1.029 2.917 -2.169 0.2 0.0 -0.1
N -1.565 1.497 -0.465 0.1 -0.1 0.2
C -2.988 1.705 -0.490 -0.3 0.3 0.0
C -3.513 2.350 0.802 0.4 -0.2 -0.1
O -4.869 2.693 0.704 -0.5 0.0 -0.2
C -0.948 0.525 0.413 0.2 -0.3 0.3
C -1.467 -0.870 0.142 -0.3 -0.2 0.1
C -2.080 -1.616 1.138 0.0 0.2 -0.1
C -2.551 -2.891 0.872 0.0 0.0 0.0
C -2.421 -3.436 -0.392 0.0 0.0 -0.1
C -1.809 -2.679 -1.376 0.0 0.1 0.1
F -1.674 -3.201 -2.611 0.0 0.0 0.1
C -1.331 -1.406 -1.132 -0.1 -0.2 0.0
C 0.522 0.651 0.089 0.0 -0.4 0.5
C 1.468 -0.132 0.660 -0.3 0.4 -0.2
O 1.077 -1.067 1.553 0.0 0.1 -0.1
C 2.904 -0.048 0.359 0.3 -0.2 0.1
C 3.613 -1.223 0.108 -0.1 0.2 0.0
C 4.966 -1.183 -0.167 0.2 0.0 0.0
C 5.622 0.039 -0.171 -0.3 0.0 0.1
Cl 7.312 0.095 -0.504 0.2 0.0 0.0
C 4.934 1.215 0.095 0.1 -0.1 0.0
C 3.579 1.170 0.357 0.0 -0.2 0.1
H -3.497 0.746 -0.657 0.0 0.1 0.0
H -3.192 2.372 -1.333 0.0 -0.1 0.1
H -2.982 3.286 0.989 0.1 -0.1 0.0
H -3.349 1.672 1.653 0.1 0.1 0.0
H -5.381 1.908 0.477 0.0 0.1 0.1
H -1.134 0.781 1.465 0.0 -0.1 -0.1
H -2.180 -1.202 2.130 0.0 0.1 0.1
H -3.024 -3.464 1.655 0.0 -0.1 0.1
H -2.781 -4.426 -0.623 0.0 -0.1 0.0
H -0.860 -0.846 -1.926 0.1 0.0 -0.1
H 1.844 -1.553 1.887 0.0 0.2 0.0
H 3.097 -2.174 0.085 0.0 -0.1 0.0
H 5.509 -2.090 -0.381 0.1 -0.1 0.0
H 5.457 2.157 0.093 0.1 0.1 0.0
H 3.044 2.080 0.570 -0.1 0.1 0.0
```
Positions in Å, forces in eV/Å.

Computed properties:
**Spin multiplicity**: 1
**LUMO level**: -0.021 hartree
**Net charge**: 0
**Kohn-Sham gap**: 0.314 Ha
**SMILES string**: O=C1C(=O)N(CCO)[C@@H](c2cccc(F)c2)/C1=C(\O)c1ccc(Cl)cc1
**HOMO level**: -9.1349 eV

natural (NBO) atomic charge list, values in e, 2 entries:
1 O -0.504
2 C 0.463

Density functional theory data (ωB97M-V/def2-TZVPD) for C6H9AlCl2O3PSc as an isolated structure at a distorted geometry.

```
23
Properties=species:S:1:pos:R:3:forces:R:3
Al -0.888 -2.250 -1.738 1.2 -2.3 -0.3
Sc 0.014 0.245 -0.288 2.0 0.8 -1.1
Cl 0.574 -1.119 -2.878 -1.0 0.2 1.5
Cl 0.364 -2.148 0.380 -1.5 0.7 -1.7
C -0.557 0.579 1.853 -2.2 -0.1 7.4
C -1.949 -2.315 -3.570 -1.9 1.3 -4.5
C -2.212 -3.870 -1.084 -4.7 -3.9 1.7
O -0.860 0.549 2.974 1.6 0.3 -6.0
O -2.319 -2.076 -4.627 1.4 -1.2 4.2
O -3.061 -4.615 -0.808 5.0 4.1 -1.6
C 3.677 2.013 -1.330 0.1 -0.8 -1.1
P 2.197 1.381 -0.465 1.3 1.5 0.6
C 2.801 1.124 1.240 -0.2 -1.0 -0.2
C 1.103 2.872 -0.505 -0.6 -1.0 -0.6
H 4.467 1.243 -1.356 -0.3 0.3 0.0
H 4.033 2.886 -0.759 -0.3 -0.2 0.1
H 3.426 2.323 -2.360 0.1 -0.1 0.4
H 3.450 1.969 1.475 -0.1 0.1 0.2
H 2.010 1.015 1.995 0.3 0.2 0.0
H 3.411 0.196 1.227 -0.2 0.5 0.1
H 1.737 3.708 -0.226 0.0 0.3 0.3
H 0.742 3.045 -1.534 0.2 0.0 0.2
H 0.236 2.849 0.161 -0.2 0.3 0.3
```
Positions in Å, forces in eV/Å.

Computed properties:
**Spin multiplicity**: 1
**LUMO level**: -0.678 hartree
**Net charge**: +4
**Kohn-Sham gap**: 0.228 Ha
**HOMO level**: -24.6664 eV

natural (NBO) atomic charge list, values in e, 2 entries:
1 Al 1.406
2 Sc 1.466

Density functional theory data (ωB97M-V/def2-TZVPD) for C26H51O31Tl as an isolated structure at a distorted geometry.

```
109
Properties=species:S:1:pos:R:3:forces:R:3
Tl 3.103 -1.414 1.719 -0.9 0.5 -0.8
O 0.925 0.343 1.198 0.5 0.1 0.6
H 0.263 0.578 0.518 0.6 -0.7 -0.1
O 0.333 -2.481 5.576 -0.4 0.1 -0.8
C 1.163 -2.154 4.577 0.9 -2.0 -0.5
O 1.963 -1.270 4.641 1.6 4.2 1.7
O 1.326 -2.876 3.568 -1.3 -2.0 -1.9
H 0.452 -1.704 6.127 -0.3 0.2 0.8
O 7.785 -0.294 0.721 0.4 -0.3 0.3
C 6.501 -0.526 0.904 -1.7 -0.6 -1.5
O 5.760 0.381 1.234 -0.7 2.2 1.5
O 5.958 -1.578 0.534 -0.5 -2.8 0.1
H 7.611 0.622 0.948 1.7 1.5 0.1
C -1.834 2.829 -3.237 -1.0 -1.0 0.7
O -1.858 3.707 -4.374 -0.3 -0.4 0.6
C -0.772 4.190 -4.932 4.7 -1.7 1.8
O 0.403 3.744 -4.725 -3.8 1.6 -1.0
O -1.101 5.236 -5.641 -1.2 0.4 1.1
C -0.176 5.983 -6.355 1.4 -0.2 -2.5
H -1.471 1.802 -3.291 0.4 0.1 -1.5
H -2.898 2.700 -3.038 0.0 0.1 0.1
H -1.385 3.129 -2.290 0.3 1.3 -0.4
H -0.465 7.021 -6.517 -0.5 -0.2 0.5
H -0.193 5.487 -7.326 0.3 0.4 -0.5
H 0.880 5.967 -6.089 -0.3 -0.3 1.0
C -1.735 -0.546 -1.835 0.5 2.3 1.1
O -1.889 -1.793 -2.381 -0.6 -1.4 0.6
C -2.305 -1.928 -3.623 1.0 1.7 -2.1
O -2.231 -1.063 -4.497 -0.6 -1.6 1.5
O -2.652 -3.190 -3.750 -1.0 -0.2 1.5
C -2.940 -3.758 -4.979 0.8 -0.5 -2.0
H -0.823 -0.063 -2.186 0.1 0.0 -0.1
H -1.672 -0.624 -0.749 0.2 -0.5 0.0
H -2.562 0.149 -1.977 -0.3 -0.3 -0.6
H -3.497 -3.145 -5.687 0.0 0.3 0.4
H -3.450 -4.717 -4.884 -0.1 0.2 0.6
H -1.957 -3.967 -5.400 -0.1 -0.2 -0.6
C -1.032 2.797 1.488 0.6 -0.7 1.4
O -1.806 4.006 1.573 0.8 -0.8 -2.1
C -2.271 4.356 2.732 -0.3 -1.4 3.0
O -2.064 3.774 3.804 -0.4 1.3 -1.7
O -3.067 5.392 2.539 -0.2 0.4 -1.3
C -3.720 6.028 3.592 -0.4 0.6 1.5
H -0.930 2.349 0.499 -0.6 0.9 -0.3
H -1.457 2.023 2.127 -0.2 0.1 0.0
H -0.025 2.946 1.879 0.0 0.3 -0.1
H -3.038 6.118 4.437 -0.2 0.0 0.1
H -4.654 5.563 3.907 0.2 -0.7 0.0
H -4.071 7.020 3.307 0.6 0.0 -0.5
C -1.452 -2.013 1.977 1.5 0.8 -1.4
O -1.476 -2.912 0.824 0.9 -1.4 -0.4
C -0.332 -3.346 0.180 0.4 1.3 0.9
O 0.804 -2.832 0.319 -3.8 -2.1 -0.7
O -0.631 -4.398 -0.669 0.5 1.3 0.6
C -1.964 -5.009 -0.749 0.4 0.4 0.9
H -2.419 -1.510 1.950 0.0 -0.4 0.4
H -0.660 -1.297 1.758 -0.1 0.4 0.0
H -1.083 -2.434 2.912 -0.7 -0.8 -0.1
H -2.679 -4.427 -1.330 0.3 0.3 0.1
H -2.320 -5.144 0.272 -0.2 0.0 -0.2
H -1.854 -5.985 -1.221 0.4 0.2 0.0
C 5.307 -3.190 -2.542 2.3 0.1 0.2
O 4.646 -4.431 -2.421 -2.9 -0.2 0.6
C 3.558 -4.417 -1.551 0.9 -0.9 0.5
O 3.328 -3.565 -0.727 0.2 -0.5 -0.9
O 2.899 -5.608 -1.671 1.5 2.0 -1.9
C 1.945 -6.008 -0.739 0.1 -0.8 1.6
H 4.788 -2.325 -2.955 -0.6 -0.3 0.5
H 6.154 -3.368 -3.205 -0.3 -0.3 -0.5
H 5.860 -2.995 -1.623 -0.7 0.6 0.3
H 2.478 -6.811 -0.231 -0.5 -0.3 0.4
H 1.053 -6.427 -1.205 0.2 0.3 -0.3
H 1.669 -5.262 0.006 0.1 0.2 -0.4
C 2.205 1.802 5.697 1.3 -1.2 0.3
O 2.280 2.683 4.581 0.2 0.9 -0.7
C 2.847 2.361 3.383 -0.6 -2.3 0.5
O 3.516 1.377 3.160 0.1 0.3 0.4
O 2.416 3.190 2.461 -0.3 1.2 0.0
C 2.773 3.106 1.080 0.8 0.4 -1.3
H 2.827 0.912 5.597 -0.5 -0.4 -1.0
H 1.173 1.548 5.940 0.1 0.1 -0.4
H 2.705 2.144 6.603 -0.3 1.4 -0.1
H 2.362 2.288 0.488 -0.6 -0.1 0.7
H 3.822 3.070 0.785 0.5 -0.4 1.2
H 2.522 4.069 0.636 -0.7 -0.1 0.3
C 1.670 -1.397 -3.385 0.1 -1.1 -0.1
O 1.838 -0.062 -2.978 0.0 1.1 0.1
C 2.711 0.250 -2.037 1.3 0.4 2.5
O 3.307 -0.483 -1.248 -1.4 0.9 -1.9
O 2.844 1.607 -1.872 0.9 -1.0 -0.4
C 2.653 2.533 -2.943 -1.6 0.3 -0.7
H 1.903 -2.100 -2.585 0.2 0.1 0.1
H 2.316 -1.548 -4.251 -0.1 -0.3 0.0
H 0.627 -1.554 -3.661 0.1 0.3 -0.1
H 2.925 3.546 -2.647 0.0 -0.3 0.7
H 1.595 2.517 -3.204 0.1 0.3 0.0
H 3.172 2.406 -3.893 0.5 -0.9 0.3
C -7.237 -1.794 3.191 -1.2 -0.7 -1.8
O -6.250 -1.294 3.996 3.1 2.2 1.6
C -5.170 -0.630 3.490 1.7 0.5 -2.3
O -4.744 -0.708 2.311 -1.7 0.2 3.7
O -4.545 0.147 4.469 -2.5 -1.5 -0.9
C -3.433 0.927 4.110 2.1 0.1 -0.7
H -7.866 -1.012 2.765 -0.1 0.3 0.2
H -7.850 -2.444 3.816 0.1 0.0 -0.1
H -6.846 -2.321 2.322 0.2 -0.3 0.2
H -3.432 1.378 3.118 -0.7 -0.2 0.0
H -2.521 0.332 4.154 0.0 -0.5 -0.2
H -3.160 1.725 4.800 -1.2 0.0 0.4
```
Positions in Å, forces in eV/Å.

Computed properties:
**Spin multiplicity**: 1
**LUMO level**: -0.200 hartree
**Net charge**: 0
**Kohn-Sham gap**: 0.117 Ha
**HOMO level**: -8.6149 eV

Mulliken atomic charge list, values in e, 2 entries:
1 Tl 1.129
2 O -0.079

Density functional theory data (ωB97M-V/def2-TZVPD) for a 3-piece molecular cluster, CH6N2O overall at a distorted geometry.

```
10
Properties=species:S:1:pos:R:3:forces:R:3
C 0.724 -2.357 0.951 0.5 3.6 0.7
N 0.685 -0.235 0.992 1.8 -4.6 1.1
N -1.072 1.766 -1.391 0.0 -0.8 0.0
O 1.085 0.346 1.996 -0.8 0.3 -0.8
H 1.598 -2.942 1.285 -0.4 0.6 -0.1
H 0.365 -2.368 -0.040 -0.4 -0.6 -1.1
H -0.191 -0.075 0.506 -0.7 0.7 0.1
H -0.201 2.019 -0.947 -0.2 0.2 -0.5
H -1.105 1.698 -2.409 0.2 0.4 0.9
H -1.887 2.148 -0.943 0.1 0.2 -0.2
```
Positions in Å, forces in eV/Å.

Computed properties:
**Spin multiplicity**: 1
**LUMO level (alpha / beta)**: -0.004 / -0.019 hartree
**Net charge**: 0
**Kohn-Sham gap (alpha / beta)**: 0.321 / 0.294 Ha
**HOMO level (alpha / beta)**: -8.8555 / -8.5015 eV

natural (NBO) atomic charge list, values in e, 2 entries:
1 C -0.221
2 N -0.113

Density functional theory data (ωB97M-V/def2-TZVPD) for a 2-piece molecular cluster, C2H6N3S overall at a distorted geometry.

```
12
Properties=species:S:1:pos:R:3:forces:R:3
C 2.362 0.127 0.406 -1.2 0.6 -0.6
C 1.277 -1.648 -0.208 -0.4 -0.6 -2.4
N 2.428 -1.128 0.259 1.1 -1.1 0.9
N 0.358 -0.782 -0.524 -1.6 0.2 -0.3
N -2.335 0.913 -0.005 0.6 0.6 1.9
S 0.839 0.784 -0.205 1.1 -1.6 0.5
H 3.148 0.708 0.761 1.2 1.1 0.6
H 1.220 -2.703 -0.659 -0.1 1.6 1.4
H -1.400 0.674 0.568 -2.5 0.0 -1.2
H -1.972 1.705 -0.629 -1.2 -1.7 0.3
H -3.104 1.296 0.630 1.6 -0.2 -0.7
H -2.821 0.055 -0.393 1.4 1.1 -0.4
```
Positions in Å, forces in eV/Å.

Computed properties:
**Spin multiplicity**: 1
**LUMO level**: -0.156 hartree
**Net charge**: +1
**Kohn-Sham gap**: 0.362 Ha
**HOMO level**: -14.1125 eV

natural (NBO) atomic charge list, values in e, 2 entries:
1 C -0.050
2 C 0.210

Density functional theory data (ωB97M-V/def2-TZVPD) for an isolated molecule of C3H7N3O.

```
14
Properties=species:S:1:pos:R:3:forces:R:3
H 1.211 -3.317 1.865 0.0 0.0 0.1
N 0.656 -2.467 1.867 0.1 -0.1 -0.3
C 0.618 -1.975 0.699 0.0 -0.2 0.1
N -0.104 -0.822 0.470 -0.1 -0.1 0.1
C -0.096 -0.149 -0.735 0.2 -0.1 -0.1
O 0.590 -0.477 -1.680 -0.1 0.2 0.4
N -0.929 0.964 -0.718 -0.1 -0.2 0.1
C -0.311 2.277 -0.661 0.0 0.1 -0.2
H 1.098 -2.345 -0.210 0.0 -0.1 0.2
H -0.486 -0.354 1.280 0.0 -0.2 -0.1
H -1.796 0.881 -0.211 0.2 -0.1 0.2
H 0.779 2.206 -0.747 -0.3 -0.1 -0.2
H -0.516 2.780 0.300 -0.1 0.0 -0.5
H -0.714 2.800 -1.520 0.3 0.9 0.1
```
Positions in Å, forces in eV/Å.

Computed properties:
**Spin multiplicity**: 1
**LUMO level**: 0.029 hartree
**Net charge**: 0
**Kohn-Sham gap**: 0.388 Ha
**SMILES string**: [H]/N=C/NC(=O)NC
**HOMO level**: -9.7732 eV

natural (NBO) atomic charge list, values in e, 2 entries:
1 H 0.346
2 N -0.676

Density functional theory data (ωB97M-V/def2-TZVPD) for C29H29N3PdSi as an isolated structure at a distorted geometry.

```
63
Properties=species:S:1:pos:R:3:forces:R:3
C 0.208 2.065 3.386 -0.7 0.2 -0.6
C 0.609 2.550 2.111 -0.7 1.1 0.0
C -0.558 2.688 1.288 0.9 -0.2 0.2
H 1.616 2.818 1.810 -0.2 -0.2 0.1
C -1.694 2.315 2.081 -0.2 -0.8 0.3
C -1.220 1.915 3.367 0.0 1.0 0.2
H -1.835 1.610 4.208 0.2 0.1 -0.3
H 0.853 1.873 4.233 -0.1 -0.1 -0.2
H -0.587 3.031 0.258 0.0 0.0 0.3
H -2.732 2.334 1.750 0.4 0.0 0.2
Pd -0.440 0.453 1.738 -0.1 0.9 0.5
C -1.491 -0.286 0.105 0.4 0.4 1.0
H -2.554 -0.016 0.144 0.3 -0.1 0.1
H -1.321 -1.369 0.079 -0.1 0.5 -0.2
H -0.948 0.303 -0.644 -0.5 -0.5 0.1
Si -0.858 -1.184 -3.103 0.3 -0.5 0.3
C 0.823 -1.066 -3.873 0.3 -0.4 -0.9
C 1.569 0.121 -3.726 0.2 -0.3 -0.3
H 1.127 0.987 -3.214 0.2 -0.4 -0.2
C 2.857 0.216 -4.269 -0.4 -0.2 0.1
H 3.415 1.151 -4.164 -0.1 -0.4 0.0
C 3.407 -0.874 -4.958 -0.4 0.0 0.1
H 4.410 -0.795 -5.379 -0.3 -0.1 0.1
C 2.657 -2.046 -5.126 0.1 0.1 0.1
H 3.071 -2.881 -5.696 -0.1 0.3 0.2
C 1.372 -2.148 -4.579 0.4 0.6 -0.1
H 0.776 -3.052 -4.731 0.3 0.2 0.1
C -1.933 0.145 -3.826 -0.7 0.4 -0.2
C -1.706 0.651 -5.125 -0.1 0.2 0.3
H -0.920 0.211 -5.755 -0.3 0.3 0.4
C -2.475 1.716 -5.620 0.0 -0.3 0.2
H -2.272 2.105 -6.623 -0.1 -0.1 0.4
C -3.499 2.266 -4.838 0.3 -0.3 0.0
H -4.078 3.109 -5.219 0.1 -0.3 0.1
C -3.780 1.716 -3.583 -0.1 -0.1 -0.1
H -4.604 2.116 -2.987 0.2 -0.1 -0.2
C -3.025 0.646 -3.093 0.2 0.3 -0.3
H -3.279 0.197 -2.129 0.1 0.3 -0.2
H -0.396 -1.034 -1.716 -0.4 0.0 -0.3
H -1.607 -2.490 -3.121 0.4 0.2 -0.3
C -1.832 -1.806 6.794 0.0 -0.2 0.1
C -2.542 -1.251 5.717 0.5 -0.1 0.0
C -1.880 -0.972 4.522 0.4 -0.2 -0.1
C -0.507 -1.270 4.397 0.3 0.0 0.3
C 0.187 -1.855 5.467 -0.2 -0.1 0.5
C -0.470 -2.129 6.662 -0.3 0.3 -0.4
N 0.233 -0.921 3.258 -0.7 -0.7 0.3
N 1.511 -1.225 3.345 0.5 0.3 -1.5
C 2.236 -0.787 2.259 -0.7 -0.3 0.8
C 3.607 -1.120 2.164 0.0 0.2 -0.3
C 4.326 -0.628 1.096 -0.1 -0.3 0.2
C 3.697 0.229 0.177 -0.4 0.5 -0.2
C 2.359 0.553 0.366 0.7 -0.6 -0.2
N 1.623 -0.021 1.325 0.7 -0.1 -0.4
H -2.346 -2.003 7.738 0.2 0.1 -0.3
H -3.604 -1.019 5.803 0.3 -0.1 0.1
H -2.382 -0.490 3.679 0.0 -0.4 0.3
H 1.253 -2.044 5.327 -0.5 0.0 0.2
H 0.103 -2.580 7.476 -0.4 0.2 -0.1
H 4.017 -1.760 2.941 0.0 0.1 -0.2
H 5.374 -0.900 0.959 -0.3 0.1 0.1
H 4.230 0.651 -0.672 -0.1 -0.1 0.3
H 1.845 1.285 -0.259 0.1 -0.3 -0.1
```
Positions in Å, forces in eV/Å.

Computed properties:
**Spin multiplicity**: 3
**LUMO level (alpha / beta)**: -0.013 / -0.015 hartree
**Net charge**: 0
**Kohn-Sham gap (alpha / beta)**: 0.215 / 0.277 Ha
**HOMO level (alpha / beta)**: -6.2114 / -7.9355 eV

natural (NBO) atomic charge list, values in e, 2 entries:
1 C -0.276
2 C -0.264

Number 1: energy -7798.4304 eV. Number 2: energy -44866.4650 eV. Number 3: energy -74094.0690 eV. Number 4: energy -95944.0851 eV. Number 5: energy -6154.9767 eV. Number 6: energy -17468.9622 eV. Number 7: energy -9742.3154 eV. Number 8: energy -46366.6269 eV.